Record 1
Computed, not measured: C49H60N6O2SSeTc as an isolated structure in a non-equilibrium geometry, with the ωB97M-V functional and the def2-TZVPD basis.

Each line ends with the Löwdin charge.
CARTESIAN COORDINATES (ANGSTROEM)
Tc (0.373, 0.210, -0.399)  1.204
C (3.215, 3.578, 1.731)  -0.057
C (4.141, 2.602, 1.006)  -0.369
C (4.037, 2.668, -0.511)  -0.082
C (4.073, 1.165, 1.497)  -0.127
C (5.332, 0.636, 1.788)  -0.059
C (5.511, -0.628, 2.306)  -0.083
C (4.395, -1.396, 2.560)  -0.041
C (3.121, -0.929, 2.265)  -0.122
C (1.946, -1.825, 2.599)  -0.361
C (2.169, -3.269, 2.175)  -0.063
C (1.628, -1.754, 4.100)  -0.041
C (2.933, 0.356, 1.709)  -0.133
N (1.550, 0.680, 1.424)  -0.008
C (0.810, 1.033, 2.505)  -0.516
O (1.191, 1.556, 3.550)  0.031
C (-0.609, 0.564, 2.375)  -0.155
C (-1.528, 0.420, 3.328)  0.005
C (-2.658, -0.472, 3.108)  -0.044
C (-2.729, -1.307, 2.054)  0.023
C (-1.732, -1.304, 0.973)  -0.185
N (-0.803, -0.119, 1.160)  -0.094
C (-1.443, -2.676, 0.379)  -0.523
O (-2.513, -3.306, 0.273)  -0.021
N (-0.223, -3.036, 0.038)  0.134
C (-0.220, -4.419, -0.344)  -0.142
C (0.292, -4.836, -1.592)  -0.142
C (0.142, -6.156, -2.010)  -0.068
C (-0.486, -7.102, -1.228)  -0.097
C (-0.898, -6.730, 0.038)  -0.063
C (-0.753, -5.431, 0.511)  -0.129
C (-1.128, -5.223, 1.975)  -0.372
C (-0.321, -6.177, 2.870)  -0.081
C (-2.619, -5.452, 2.260)  -0.071
C (1.087, -3.923, -2.497)  -0.391
C (2.560, -4.334, -2.446)  -0.060
C (0.590, -3.942, -3.943)  -0.089
H (3.432, 4.604, 1.413)  0.073
H (3.357, 3.510, 2.811)  0.082
H (2.164, 3.371, 1.545)  0.045
H (5.159, 2.920, 1.240)  0.114
H (4.179, 3.695, -0.856)  0.076
H (3.072, 2.303, -0.854)  0.041
H (4.811, 2.043, -0.966)  0.030
H (6.203, 1.251, 1.589)  0.107
H (6.506, -1.006, 2.507)  0.097
H (4.515, -2.378, 3.002)  0.101
H (1.079, -1.483, 2.039)  0.095
H (3.056, -3.709, 2.639)  0.069
H (2.261, -3.352, 1.091)  0.076
H (1.311, -3.855, 2.487)  0.051
H (2.448, -2.195, 4.675)  0.079
H (0.715, -2.316, 4.321)  0.076
H (1.493, -0.724, 4.433)  0.068
H (-1.369, 0.903, 4.283)  0.122
H (-3.407, -0.550, 3.887)  0.101
H (-3.486, -2.075, 1.991)  0.121
H (0.524, -6.445, -2.984)  0.097
H (-0.630, -8.115, -1.585)  0.090
H (-1.347, -7.475, 0.686)  0.099
H (-0.880, -4.196, 2.245)  0.111
H (-0.651, -7.208, 2.723)  0.066
H (-0.467, -5.929, 3.926)  0.075
H (0.745, -6.141, 2.649)  0.072
H (-2.892, -6.491, 2.046)  0.070
H (-3.229, -4.797, 1.645)  0.057
H (-2.836, -5.259, 3.315)  0.074
H (0.998, -2.910, -2.115)  0.077
H (2.668, -5.389, -2.719)  0.074
H (2.970, -4.202, -1.442)  0.077
H (3.158, -3.738, -3.132)  0.068
H (0.740, -4.923, -4.404)  0.063
H (1.140, -3.206, -4.538)  0.068
H (-0.473, -3.696, -4.000)  0.071
S (4.798, -0.434, -2.058)  0.561
C (3.279, -0.259, -1.541)  -0.926
N (2.169, -0.048, -1.233)  -0.116
C (-1.233, 4.128, -0.083)  -0.053
C (-0.592, 3.266, -1.189)  -0.600
C (-1.657, 2.920, -2.232)  -0.059
C (0.443, 4.169, -1.878)  -0.051
C (0.128, 2.114, -0.461)  -0.112
H (-1.737, 4.989, -0.533)  0.086
H (-0.474, 4.494, 0.613)  0.087
H (-1.971, 3.566, 0.483)  0.047
H (-2.281, 3.801, -2.419)  0.091
H (-2.304, 2.108, -1.909)  0.045
H (-1.200, 2.635, -3.179)  0.047
H (-0.067, 5.058, -2.263)  0.088
H (0.925, 3.658, -2.714)  0.057
H (1.210, 4.492, -1.183)  0.078
H (0.641, 2.582, 0.385)  0.026
C (2.081, 1.637, -3.916)  -0.027
N (0.824, 1.580, -4.650)  -0.101
C (0.588, 2.234, -5.844)  -0.043
C (-0.666, 1.931, -6.226)  -0.046
N (-1.185, 1.095, -5.256)  -0.134
C (-2.543, 0.575, -5.220)  -0.038
C (-0.266, 0.871, -4.288)  -0.661
Se (-0.590, -0.301, -2.891)  0.834
H (2.598, 2.556, -4.187)  0.100
H (2.709, 0.779, -4.151)  0.088
H (1.876, 1.632, -2.854)  0.035
H (1.331, 2.859, -6.307)  0.123
H (-1.227, 2.232, -7.092)  0.119
H (-3.151, 1.151, -5.914)  0.091
H (-2.932, 0.670, -4.208)  0.059
H (-2.561, -0.478, -5.497)  0.095
C (-1.706, -0.085, 0.070)  -0.261
C (-2.940, 0.700, -0.142)  -0.206
C (-3.742, 0.300, -1.213)  -0.063
C (-4.933, 0.954, -1.486)  -0.083
C (-5.350, 2.010, -0.682)  -0.094
C (-4.569, 2.393, 0.399)  -0.076
C (-3.371, 1.741, 0.670)  -0.053
H (-3.415, -0.535, -1.821)  0.098
H (-5.541, 0.636, -2.325)  0.100
H (-6.284, 2.518, -0.886)  0.095
H (-4.893, 3.203, 1.042)  0.104
H (-2.770, 2.050, 1.514)  0.104

Properties
E_LUMO = 1.9 eV
energy = -143203.39789 eV
HOMO-LUMO gap = 6.6 eV
spin multiplicity = 1
charge = -1
HOMO level = -4.66 eV

Record 2
Computed, not measured: C8H32AsCrF6N16O8 as an isolated structure in a non-equilibrium geometry, with the ωB97M-V functional and the def2-TZVPD basis.

Each line ends with the Löwdin charge.
CARTESIAN COORDINATES (ANGSTROEM)
Cr (-0.239, -0.042, 0.074)  1.210
As (3.594, -1.771, 1.711)  0.745
F (3.740, -1.951, -0.009)  -0.227
F (5.113, -2.497, 1.959)  -0.192
F (3.391, -1.571, 3.425)  -0.233
F (1.978, -1.127, 1.542)  -0.255
F (2.806, -3.348, 1.794)  -0.255
F (4.229, -0.174, 1.555)  -0.217
C (2.734, 1.364, -0.401)  -0.596
O (1.681, 0.773, -0.196)  -0.058
N (2.987, 2.622, 0.042)  0.213
N (3.774, 0.741, -1.036)  0.178
H (3.842, 3.105, -0.159)  0.116
H (2.363, 3.027, 0.715)  0.106
H (3.728, -0.266, -1.092)  0.095
H (4.654, 1.220, -1.093)  0.122
C (-3.157, 1.006, 2.157)  -0.591
O (-2.442, 0.707, 1.204)  -0.008
N (-4.276, 0.313, 2.563)  0.173
N (-2.855, 2.077, 2.964)  0.180
H (-4.911, 0.818, 3.155)  0.104
H (-4.642, -0.413, 1.980)  0.091
H (-1.917, 2.417, 3.055)  0.062
H (-3.537, 2.385, 3.634)  0.103
C (-1.169, 2.739, -1.353)  -0.553
O (-0.879, 1.732, -0.692)  -0.066
N (-1.746, 2.746, -2.566)  0.215
N (-1.084, 3.955, -0.748)  0.206
H (-2.226, 3.582, -2.857)  0.122
H (-1.964, 1.951, -3.128)  0.077
H (-1.299, 4.734, -1.346)  0.115
H (-0.895, 4.078, 0.224)  0.108
C (-1.047, -2.354, 2.057)  -0.551
O (-0.610, -1.285, 1.612)  -0.082
N (-2.370, -2.653, 2.133)  0.211
N (-0.198, -3.256, 2.592)  0.230
H (-2.671, -3.487, 2.606)  0.118
H (-3.012, -2.259, 1.474)  0.088
H (0.783, -3.063, 2.748)  0.103
H (-0.591, -4.036, 3.093)  0.122
C (0.809, -2.879, -1.129)  -0.555
O (0.530, -1.816, -0.539)  -0.087
N (0.347, -3.124, -2.384)  0.207
N (1.645, -3.769, -0.581)  0.219
H (0.628, -3.974, -2.837)  0.116
H (-0.194, -2.423, -2.849)  0.092
H (2.005, -3.668, 0.360)  0.058
H (1.826, -4.618, -1.088)  0.126
C (-2.747, -0.896, -1.726)  -0.561
O (-1.841, -0.942, -0.893)  -0.043
N (-3.982, -1.405, -1.520)  0.209
N (-2.581, -0.308, -2.945)  0.186
H (-4.365, -1.815, -0.688)  0.113
H (-4.717, -1.193, -2.176)  0.119
H (-3.363, -0.059, -3.524)  0.120
H (-1.646, -0.156, -3.283)  0.059
C (0.612, 1.657, 2.920)  -0.584
O (0.212, 1.170, 1.861)  -0.048
N (0.370, 2.972, 3.261)  0.166
N (1.438, 0.994, 3.763)  0.221
H (0.573, 3.324, 4.179)  0.114
H (-0.014, 3.625, 2.604)  0.097
H (1.542, 1.242, 4.729)  0.121
H (1.858, 0.160, 3.382)  0.079
C (0.919, 0.505, -3.811)  -0.596
O (0.382, 0.174, -2.748)  -0.017
N (0.249, 0.720, -5.003)  0.167
N (2.261, 0.745, -3.900)  0.193
H (0.783, 1.185, -5.714)  0.103
H (-0.630, 0.292, -5.209)  0.094
H (2.825, 0.867, -3.074)  0.075
H (2.609, 0.875, -4.833)  0.107

Properties
E_LUMO (alpha / beta) = -6.7 / -5.3 eV
energy = -154602.59105 eV
HOMO-LUMO gap (alpha / beta) = 8.1 / 9.5 eV
spin multiplicity = 4
charge = +2
HOMO level (alpha / beta) = -14.80 / -14.79 eV

Question: Among the records above, which one has the lowest charge?
Answer: C49H60N6O2SSeTc

Question: Which formula does entry 1 have?
Answer: C49H60N6O2SSeTc

Question: The lowest charge belongs to which entry?
Answer: C49H60N6O2SSeTc